(1)
{
  "formula": "C3H8N2O2",
  "method": "ωB97M-V/def2-TZVPD",
  "species": ["N", "H", "C", "H", "H", "H", "C", "C", "N", "O", "O", "H", "H", "H", "H"],
  "coordinates": [[-0.4306, -1.7331, -1.8960], [-1.2550, 2.7047, 2.0933], [0.0828, 1.4840, 1.7202], [-1.1551, 0.3748, -0.2805], [1.4543, 0.1321, 1.0406], [0.2721, 0.8505, -1.1986], [-0.0897, 0.1649, -0.4334], [0.1879, -1.3115, -0.6452], [0.5636, 0.5805, 0.8007], [0.6143, 1.5296, 2.8128], [-0.9493, 2.1767, 1.3190], [-0.2950, -1.8631, 0.1667], [1.2729, -1.4438, -0.6452], [-0.0105, -2.5922, -2.2262], [-0.2625, -1.0539, -2.6282]],
  "atomic_forces_ev_per_a": [[0.163, 0.330, 0.052], [0.017, -0.141, -0.579], [0.071, 0.498, 1.198], [0.068, 0.039, -0.328], [-0.156, 0.149, 0.215], [0.235, 0.054, -0.485], [-0.700, 0.076, 1.693], [-0.100, -0.105, -0.879], [0.311, -0.577, -1.224], [0.057, -0.205, -0.357], [-0.300, 0.270, 0.346], [0.362, -0.021, 0.063], [0.160, -0.200, 0.260], [-0.181, -0.205, 0.115], [-0.006, 0.038, -0.090]],
  "spin_multiplicity": 2,
  "relative_energy_ev": 1.084,
  "charge": 1
}

(2)
{
  "formula": "C3H8N2O2S",
  "method": "ωB97M-V/def2-TZVPD",
  "species": ["H", "S", "H", "C", "H", "N", "C", "H", "O", "C", "H", "H", "N", "O", "H", "H"],
  "coordinates": [[-2.1165, -1.1457, -1.0911], [0.0309, 1.6678, -0.9909], [1.1943, -1.2185, -1.2980], [0.7178, -0.2271, -0.0138], [2.6277, -0.6133, 0.6374], [-1.2100, -1.4161, -0.7624], [-0.5624, -0.7348, 0.2047], [-0.5957, -1.5554, -1.5476], [-0.9924, 1.1682, -1.9252], [1.9725, 0.1459, 0.6988], [-2.4207, -0.3618, 1.2781], [-1.1706, 0.7095, 1.5101], [-1.3285, -0.2258, 1.2398], [-0.4438, 2.1971, 0.3074], [1.7504, 0.6340, 1.6307], [2.5471, 0.9760, 0.1221]],
  "atomic_forces_ev_per_a": [[-0.495, 0.426, 0.531], [-0.741, -0.688, 0.434], [-0.989, 2.649, 3.042], [1.705, -2.890, -4.526], [2.161, -2.841, 0.855], [0.827, -0.824, -0.239], [-1.567, 1.902, 0.976], [0.084, -0.296, -0.129], [0.529, 0.658, 0.792], [-1.621, 4.056, -1.418], [3.142, -0.156, -0.653], [0.966, 1.250, 0.240], [-2.941, -1.954, -0.221], [0.010, 0.166, -1.073], [0.201, -0.380, 0.843], [-1.271, -1.078, 0.544]],
  "spin_multiplicity": 1,
  "relative_energy_ev": 3.154,
  "charge": 0
}

(3)
{
  "formula": "C3H8N2O4",
  "method": "ωB97M-V/def2-TZVPD",
  "species": ["C", "H", "O", "H", "H", "H", "N", "H", "N", "H", "H", "O", "C", "H", "C", "O", "O"],
  "coordinates": [[-0.4312, 1.1216, -1.4914], [-0.7886, 1.1104, 2.7828], [-1.9229, 0.5926, 0.6916], [1.0740, -1.8476, -2.0599], [-1.3009, 0.4985, -1.7219], [2.3848, -1.2776, 0.5386], [-0.1439, 0.7685, 2.0831], [0.8698, 0.7960, 2.0968], [0.1892, 0.7624, -0.2198], [-2.3085, 0.3459, 1.5456], [-0.7096, 2.1781, -1.5000], [0.2305, -1.8825, 0.8091], [0.7257, -1.5158, -0.2735], [0.3134, 0.9823, -2.2781], [-0.6003, 0.6569, 0.8196], [2.0587, -1.2016, -0.3780], [0.3599, -2.0883, -1.4448]],
  "atomic_forces_ev_per_a": [[0.114, -0.656, 0.089], [0.806, -0.153, 0.099], [-0.858, -0.113, 0.292], [-0.376, -0.194, -0.084], [-0.047, 0.167, -0.126], [-0.081, 0.297, -0.504], [0.327, -0.709, -0.311], [-0.496, 0.369, 0.760], [-1.079, 0.397, 1.565], [-0.107, -0.047, -0.315], [-0.127, -0.040, 0.033], [0.561, 1.507, -2.482], [1.014, -4.283, 2.622], [-0.075, -0.018, 0.020], [1.053, 1.511, -2.301], [-0.229, 0.338, 0.718], [-0.400, 1.625, -0.074]],
  "spin_multiplicity": 1,
  "relative_energy_ev": 2.073,
  "smiles": "C/N=C(/N)O.O=C(O)O",
  "charge": 0
}

(4)
{
  "formula": "C3H8N2O4S",
  "method": "ωB97M-V/def2-TZVPD",
  "species": ["H", "C", "H", "H", "H", "O", "O", "H", "S", "O", "N", "H", "H", "N", "C", "C", "H", "O"],
  "coordinates": [[2.0754, -1.6658, -1.5710], [0.2775, -1.1773, -0.7837], [-1.6074, -0.5594, -0.1162], [0.1864, -1.5496, 1.6881], [1.4541, -0.2055, -2.1907], [0.3860, -2.0248, 0.0755], [0.2976, -1.2121, 2.6427], [-0.8821, 1.9490, 0.1606], [-0.3193, 0.2658, 2.3466], [-1.7276, 0.3205, 2.3091], [0.5560, 0.8238, 1.1954], [-1.0720, 0.4327, -1.6521], [1.1447, 0.9757, 3.5031], [1.3028, -1.0788, -1.7802], [-0.1173, 1.1826, -0.0458], [-0.7366, -0.0426, -0.7097], [0.6885, 1.6810, -0.5021], [0.1808, 0.9899, 3.6078]],
  "atomic_forces_ev_per_a": [[0.705, -0.249, -0.015], [2.641, 1.738, -1.821], [1.372, 1.684, -1.056], [0.656, -0.644, 0.858], [0.269, 1.204, -0.724], [-0.630, -0.548, 0.167], [-1.674, 1.373, -1.120], [-0.090, -0.292, -0.390], [2.925, -0.414, -2.093], [-1.080, -0.230, 0.220], [-1.115, -0.720, 1.628], [-0.156, -1.271, -0.073], [0.187, 0.324, 0.317], [-2.950, -1.266, 2.093], [-0.800, -0.417, 2.726], [-1.227, -0.663, -0.272], [0.659, 0.345, -1.808], [0.308, 0.046, 1.362]],
  "spin_multiplicity": 1,
  "relative_energy_ev": 1.202,
  "smiles": "NC(=O)CCN=S(=O)(O)O",
  "charge": 0
}

(5)
{
  "formula": "C3H8N2OP",
  "method": "ωB97M-V/def2-TZVPD",
  "species": ["H", "C", "H", "H", "H", "P", "C", "H", "H", "H", "O", "N", "C", "H", "N"],
  "coordinates": [[-3.2404, -0.3774, -0.6367], [-1.1619, -0.1105, -0.5007], [-2.9040, 0.8863, 0.3099], [3.0038, 1.6909, 0.9872], [-0.9208, 0.9719, -0.7806], [1.6826, 0.2848, -0.4059], [2.9624, 0.5811, 0.8297], [3.8921, 0.1727, 0.4486], [2.5372, 0.1210, 1.8397], [-0.9820, -2.1650, -0.8432], [-0.1669, -0.6667, 0.3707], [1.3852, 0.7644, -1.7761], [-0.5418, -1.3066, -0.8629], [-2.8950, -0.7485, 0.8552], [-2.6505, -0.0986, 0.1653]],
  "atomic_forces_ev_per_a": [[0.236, 0.109, 0.181], [0.084, 1.139, 0.603], [-0.131, -0.450, 0.823], [0.197, -0.930, -0.256], [-0.723, -1.602, -0.059], [0.018, -0.192, 0.460], [-1.240, 0.641, 2.499], [0.129, -0.136, 0.263], [1.277, 0.672, -2.202], [-2.330, -5.401, 0.412], [0.317, 0.061, 0.795], [0.131, 0.131, -0.375], [1.421, 5.155, -1.590], [0.062, -0.960, 1.969], [0.554, 1.761, -3.523]],
  "spin_multiplicity": 1,
  "relative_energy_ev": 8.211,
  "charge": 1
}

(6)
{
  "formula": "C3H8N2OS",
  "method": "ωB97M-V/def2-TZVPD",
  "species": ["H", "H", "S", "O", "C", "H", "H", "H", "C", "H", "N", "H", "C", "N", "H"],
  "coordinates": [[0.8048, -2.5425, -1.3024], [0.5617, -1.2243, -2.4570], [-1.7462, 0.4939, 0.8992], [0.6236, -0.6486, -0.5041], [-1.4971, 1.7036, -0.4835], [-2.4581, 1.6770, -1.0256], [1.1342, -0.7341, 2.6302], [2.1716, -1.4099, -1.6750], [1.0877, -1.4914, -1.5420], [-0.2814, 1.0770, 2.5802], [-0.2572, 0.5358, 1.7443], [-0.6335, 1.4132, -1.1101], [0.6914, -0.4791, 1.6904], [1.1975, -1.1073, 0.6967], [-1.3991, 2.7366, -0.1412]],
  "atomic_forces_ev_per_a": [[0.378, 0.581, -0.189], [0.054, 0.267, 0.058], [0.468, 0.790, -0.519], [0.319, -0.153, -0.039], [-0.175, -0.380, 0.282], [0.467, -0.245, -0.032], [0.229, -0.146, 0.502], [-0.148, -0.019, 0.020], [-0.311, -0.971, 0.157], [0.043, 0.045, 0.481], [-0.286, -0.432, -1.087], [-0.618, 0.036, 0.316], [0.271, 0.201, -0.247], [-0.884, 0.660, 0.046], [0.192, -0.234, 0.250]],
  "spin_multiplicity": 1,
  "relative_energy_ev": 3.348,
  "smiles": "CO/N=C\\NSC",
  "charge": 0
}

no.,energy (Eh)
1,-378.77486
2,-777.16334
3,-529.56761
4,-927.72433
5,-644.65593
6,-701.95446